[1]
This record from the Open Molecules 2025 dataset describes a 15-piece molecular cluster, H30O15 overall in a non-equilibrium geometry. The level of theory is ωB97M-V with the def2-TZVPD basis set.

Last column: Löwdin charge in e.
Cartesian coordinates (Å):
O -0.92272 -3.04699 -0.80756  -0.04
O 1.77521 3.64165 1.09815  -0.03
O -2.40617 -0.49383 1.10034  -0.01
O 3.63561 -1.11803 1.45675  -0.05
O 1.78756 3.12262 -1.83781  -0.07
O -0.51178 2.30387 -0.91112  -0.02
O 1.37385 -0.28197 -2.24511  -0.04
O -1.32388 -0.79810 -2.21453  -0.03
O -0.20396 1.03171 3.28559  -0.04
O 2.86744 1.19801 -0.17695  -0.07
O 1.95141 -2.47276 -0.69178  -0.03
O 0.87315 -1.57953 3.35793  -0.07
O -3.85636 -2.65164 0.25323  -0.09
O -3.40001 0.60460 -1.27166  -0.05
O 0.19898 -0.04116 0.50799  -0.07
H -1.60234 -3.58915 -1.24269  0.06
H -1.28188 -1.35516 -2.96912  0.07
H 2.95183 -1.18702 0.77534  -0.01
H 0.21656 0.68755 -0.10862  -0.02
H -2.54003 -0.73979 1.98317  0.07
H -0.75001 -0.29708 0.68827  0.01
H -4.08357 -0.02254 -1.41724  0.01
H -2.55583 0.15519 -1.43934  -0.02
H 3.39309 1.32523 0.62801  0.06
H -0.85849 2.15316 -1.78613  0.08
H 1.51023 -1.10761 -1.72661  0.02
H -2.43888 0.44133 1.11647  0.06
H 1.69557 0.42572 -1.72480  -0.02
H 0.59518 -1.92319 2.50146  0.02
H 0.97263 2.81898 -1.38115  -0.03
H 2.00091 4.01232 -1.53711  0.05
H -1.02806 3.08001 -0.65162  0.10
H 1.32866 2.80315 1.11425  0.01
H -1.06727 -2.22785 -1.24105  -0.05
H 2.94810 2.00769 -0.73016  0.03
H -0.17978 0.26261 2.75500  -0.06
H 3.20970 -0.45511 1.99520  0.02
H 1.09864 -2.38569 -0.26570  0.01
H -0.42939 -0.45596 -2.13226  0.01
H 1.30423 4.13186 0.42698  0.01
H -3.28013 -1.82771 0.37039  0.01
H -4.44344 -2.25791 -0.41609  0.03
H 1.72408 -3.17200 -1.31999  0.07
H -0.83330 1.56030 2.80044  0.02
H 0.58470 -2.27977 4.03122  0.09

Cartesian forces (eV/Å) of the 2 atoms listed first:
-0.04 -1.97 0.26
0.21 0.72 0.28

Computed properties:
Molar mass (g mol⁻¹): 270.23
E_HOMO (eV): -10.391
Orbital gap (hartree): 0.3641
Total energy (eV): -31199.71636
ΔE to the lowest compared entry with this formula, charge and spin (kcal per mole): 44.9

***

[2]
This record from the Open Molecules 2025 dataset describes a 15-piece molecular cluster, H30O15 overall in a non-equilibrium geometry. The level of theory is ωB97M-V with the def2-TZVPD basis set.

Last column: Löwdin charge in e.
Cartesian coordinates (Å):
O -1.78427 3.20356 -0.00699  -0.02
O -0.74473 1.70300 -3.01287  -0.04
O -0.86932 -2.90976 1.73775  -0.06
O 1.13295 -1.20664 -2.90756  -0.04
O -2.25665 -0.22672 2.17745  -0.07
O 0.55711 -3.17924 -0.80169  -0.04
O 2.27147 1.51707 2.21072  -0.10
O 0.59914 -0.70519 3.41845  -0.03
O -1.49857 -1.80161 -2.01979  -0.03
O 1.83954 0.26481 -0.81943  -0.06
O -3.13588 1.39272 -1.68617  -0.06
O -0.62363 -0.12588 0.04998  -0.05
O 2.19566 -1.63384 1.26603  -0.04
O 1.08733 2.91755 -0.72401  -0.04
O -0.35945 2.31668 2.25460  -0.06
H 1.36803 -1.86429 -3.60693  0.10
H 0.85037 -1.14763 2.60204  -0.01
H 1.28597 1.64763 2.11116  0.00
H -1.85708 -0.22144 1.29886  -0.02
H -0.58018 2.56660 1.33193  0.02
H 2.25783 -2.58584 1.09166  0.07
H -0.80082 -2.11029 2.29302  0.01
H 2.07066 -0.35168 -0.11068  0.02
H -1.67558 0.16141 2.81695  -0.01
H 1.48626 -3.06027 -0.64033  0.04
H -3.87572 1.09511 -2.21824  0.05
H 2.85799 -1.48434 1.95539  0.09
H -0.98576 2.63009 -3.05170  0.06
H 1.71140 3.31161 -1.32067  0.04
H -0.12936 3.10585 2.76700  0.07
H -2.02226 2.39811 -0.40548  -0.03
H 0.31131 -0.05738 -0.12996  -0.02
H -0.91419 -0.63220 -0.74288  0.02
H -2.36109 1.31124 -2.26996  -0.01
H -1.54820 -1.84204 -2.99171  0.09
H 1.66747 -0.32594 -1.56263  0.00
H 0.33722 -4.12809 -0.99710  0.12
H -1.57671 3.87987 -0.63694  0.04
H -1.09575 -2.55998 -1.63801  0.00
H 1.52728 2.13664 -0.37405  0.00
H 0.42246 -1.68488 -2.50161  -0.02
H 1.02846 -1.17096 4.12515  0.05
H 2.26516 0.86369 2.93480  0.01
H -0.18210 1.45109 -2.28114  0.02
H -0.25376 -2.85817 1.01559  -0.04

Cartesian forces (eV/Å) of the 2 atoms listed first:
0.48 1.48 2.13
-0.69 -0.88 -1.21

Computed properties:
Molar mass (g mol⁻¹): 270.23
E_HOMO (eV): -9.298
Orbital gap (hartree): 0.3119
Total energy (eV): -31199.94033
ΔE to the lowest compared entry with this formula, charge and spin (kcal per mole): 39.8

***

[3]
This record from the Open Molecules 2025 dataset describes a 15-piece molecular cluster, H30O15 overall in a non-equilibrium geometry. The level of theory is ωB97M-V with the def2-TZVPD basis set.

Last column: Löwdin charge in e.
Cartesian coordinates (Å):
O 1.19663 2.27316 1.70998  0.00
O 3.75750 -0.25564 1.42251  -0.04
O 1.16388 -2.67468 1.14557  -0.04
O -2.94228 0.30250 2.08314  -0.06
O -1.91887 -2.38691 2.01736  -0.07
O -1.46545 2.87639 2.16958  -0.07
O -0.87287 2.40783 -1.12991  -0.04
O -3.51993 0.03295 -0.37667  -0.05
O 0.59781 2.15764 -3.23405  -0.01
O -0.21524 -0.21083 -0.34134  -0.06
O 2.19043 0.91763 -0.58609  -0.05
O 2.17686 -2.44614 -1.54379  -0.02
O 1.22765 -0.61775 -3.27890  -0.02
O -1.76634 -2.36003 -0.69152  -0.03
O -0.28030 -0.11517 2.34842  -0.04
H -0.28088 2.39598 -1.90104  -0.04
H 2.08822 1.77368 -1.06308  0.10
H -0.81904 1.60476 -0.69542  -0.06
H 2.05036 2.09822 2.03346  0.03
H -0.79749 2.30134 1.80019  -0.03
H 1.44404 -0.30624 -4.16922  0.09
H 0.17495 -0.91800 2.58757  0.06
H -2.08512 3.21090 1.45794  0.08
H 0.70431 -3.48745 1.33654  0.04
H -3.16662 0.16758 0.52011  -0.04
H 0.89109 1.25501 -3.12623  0.00
H 0.30670 -0.79811 -3.30354  0.06
H 0.70266 -0.00666 -0.54823  0.00
H 4.71547 -0.14519 1.26031  0.06
H 2.79619 0.41583 -1.14838  0.08
H 2.09044 -3.32841 -1.84613  0.04
H -0.35514 -0.11955 0.60481  0.01
H -4.41518 -0.14549 -0.23182  0.00
H -3.64828 0.97226 2.14207  0.10
H 1.26867 -2.65931 0.20066  -0.03
H 3.32635 0.06516 0.65255  -0.05
H -0.10011 0.40045 3.11377  0.06
H -2.14687 -1.50325 2.37043  0.01
H 1.21875 2.13426 0.78097  -0.01
H -0.12344 2.26937 -3.81887  0.06
H -1.45966 -2.70096 -1.49800  0.02
H -1.67094 -2.16806 1.12288  -0.04
H 1.63322 -1.96129 -2.14282  -0.03
H -1.46279 -1.47032 -0.70173  -0.03
H -2.20930 0.75251 2.49599  0.02

Cartesian forces (eV/Å) of the 2 atoms listed first:
-1.68 0.87 0.62
1.58 -0.34 1.11

Computed properties:
Molar mass (g mol⁻¹): 270.23
E_HOMO (eV): -9.667
Orbital gap (hartree): 0.3323
Total energy (eV): -31199.28256
ΔE to the lowest compared entry with this formula, charge and spin (kcal per mole): 55.0